The following is a DFT calculation (the ωB97M-V functional and the def2-TZVPD basis) of an isolated molecule of C5H7NO at a distorted geometry.

Values from the calculation:
Kohn-Sham gap (spin up / spin down), eV: 7.47 / 7.47
ΔE to the lowest compared entry with this formula, charge and spin, kcal/mol: 96.8
Structure (SMILES): C=C=CN(C)C=O
HOMO energy (spin up / spin down), eV: -7.740 / -7.738
Lowest unoccupied orbital energy (spin up / spin down), eV: -0.27 / -0.27

Last columns: bonded neighbours and bond lengths (Å).
CARTESIAN COORDINATES (ANGSTROEM)
1 C -0.675 -2.352 1.136  C2 1.315, H8 1.087, H9 1.085
2 C -0.420 -1.156 0.654  C1 1.315, C3 1.362
3 C -0.890 0.082 0.334  C2 1.362, N4 1.339, H10 1.087
4 N 0.136 0.795 -0.151  C3 1.339, C5 1.447, C6 1.494
5 C 0.048 1.880 -1.104  N4 1.447, H11 1.092, H12 1.092, H13 1.093
6 C 1.340 -0.078 -0.009  N4 1.494, O7 1.224, H14 1.103
7 O 2.125 -0.256 -0.931  C6 1.224
8 H -1.680 -2.766 1.159  C1 1.087
9 H 0.126 -2.981 1.511  C1 1.085
10 H -1.889 0.501 0.424  C3 1.087
11 H 0.833 2.606 -0.886  C5 1.092
12 H -0.940 2.345 -1.062  C5 1.092
13 H 0.212 1.501 -2.116  C5 1.093
14 H 1.674 -0.121 1.042  C6 1.103